# 1
{"formula": "C24H71F6N5O9P", "method": "ωB97M-V/def2-TZVPD", "elements": ["P", "F", "F", "F", "F", "F", "F", "C", "C", "C", "O", "C", "N", "H", "H", "H", "H", "H", "H", "H", "H", "H", "H", "H", "C", "C", "C", "O", "C", "N", "H", "H", "H", "H", "H", "H", "H", "H", "H", "H", "H", "C", "C", "C", "O", "C", "N", "H", "H", "H", "H", "H", "H", "H", "H", "H", "H", "H", "C", "C", "C", "O", "C", "N", "H", "H", "H", "H", "H", "H", "H", "H", "H", "H", "H", "C", "C", "C", "O", "C", "N", "H", "H", "H", "H", "H", "H", "H", "H", "H", "H", "H", "C", "O", "H", "H", "H", "H", "C", "O", "H", "H", "H", "H", "C", "O", "H", "H", "H", "H", "C", "O", "H", "H", "H", "H"], "positions_angstrom": [[-0.872, 0.104, 0.897], [-0.837, 0.225, 2.496], [-0.797, -1.549, 0.937], [-2.475, -0.073, 0.873], [-0.825, 0.020, -0.718], [-0.863, 1.729, 0.774], [0.760, 0.079, 0.885], [0.182, 4.036, 2.458], [0.853, 3.965, 3.809], [0.670, 5.160, 4.727], [1.236, 6.338, 4.187], [2.638, 6.415, 4.211], [0.476, 2.743, 4.541], [0.357, 5.033, 2.047], [-0.904, 3.942, 2.536], [0.590, 3.266, 1.810], [1.919, 3.881, 3.545], [1.092, 4.906, 5.709], [-0.387, 5.367, 4.897], [3.081, 5.550, 3.709], [2.995, 6.393, 5.249], [3.031, 7.314, 3.746], [1.169, 2.495, 5.240], [0.492, 1.942, 3.908], [0.180, -4.798, -0.984], [0.302, -3.690, -2.007], [0.614, -4.246, -3.391], [0.949, -3.175, -4.254], [1.569, -3.644, -5.444], [-0.903, -2.869, -2.051], [1.128, -5.334, -0.891], [-0.573, -5.545, -1.260], [-0.123, -4.422, -0.007], [1.200, -3.134, -1.697], [-0.262, -4.726, -3.843], [1.406, -4.985, -3.220], [1.579, -2.862, -6.201], [1.011, -4.505, -5.825], [2.601, -3.905, -5.182], [-0.863, -2.299, -2.894], [-0.889, -2.189, -1.293], [-2.673, 1.801, -2.550], [-1.226, 2.068, -2.996], [-1.246, 2.818, -4.319], [0.070, 3.035, -4.771], [0.101, 3.545, -6.098], [-0.570, 2.908, -2.003], [-2.756, 1.353, -1.566], [-3.210, 1.137, -3.242], [-3.267, 2.721, -2.592], [-0.779, 1.080, -3.121], [-1.715, 3.808, -4.208], [-1.843, 2.281, -5.071], [-0.364, 2.760, -6.710], [1.085, 3.835, -6.443], [-0.610, 4.382, -6.122], [-1.057, 3.799, -1.955], [-0.779, 2.441, -1.125], [0.662, -4.243, 3.388], [1.771, -3.217, 3.254], [2.513, -3.415, 1.935], [3.069, -4.733, 1.966], [3.881, -4.943, 0.844], [1.264, -1.844, 3.369], [-0.018, -4.254, 2.533], [0.125, -4.134, 4.333], [1.007, -5.284, 3.421], [2.552, -3.304, 4.015], [3.350, -2.716, 1.838], [1.854, -3.348, 1.062], [3.454, -4.580, -0.099], [4.129, -5.989, 0.676], [4.820, -4.390, 0.978], [0.688, -1.712, 2.534], [0.573, -1.813, 4.113], [3.430, -1.059, -0.803], [3.318, 0.161, -1.743], [2.644, -0.208, -3.040], [2.441, 0.947, -3.818], [2.121, 0.597, -5.146], [2.596, 1.241, -1.038], [3.712, -0.803, 0.215], [4.059, -1.897, -1.140], [2.461, -1.572, -0.768], [4.330, 0.524, -1.958], [1.661, -0.645, -2.811], [3.243, -0.969, -3.556], [2.997, 0.106, -5.592], [1.863, 1.450, -5.773], [1.241, -0.058, -5.132], [1.792, 0.782, -0.593], [3.141, 1.442, -0.200], [-4.266, -2.487, -1.788], [-3.620, -3.747, -1.781], [-4.112, -1.934, -2.721], [-5.339, -2.677, -1.733], [-3.952, -1.880, -0.935], [-2.662, -3.576, -1.927], [-3.082, 2.317, 4.357], [-2.276, 3.332, 4.965], [-3.970, 2.819, 3.977], [-2.562, 1.905, 3.488], [-3.270, 1.506, 5.060], [-1.334, 3.091, 4.790], [-4.010, 2.633, 0.763], [-4.970, 3.664, 0.825], [-4.048, 1.913, 1.590], [-4.073, 2.033, -0.139], [-2.982, 3.011, 0.794], [-4.702, 4.269, 1.521], [-2.968, -1.787, 3.774], [-3.308, -1.932, 5.155], [-1.900, -1.616, 3.718], [-3.290, -2.659, 3.201], [-3.483, -0.906, 3.380], [-4.237, -2.132, 5.266]], "multiplicity": 1, "charge": -1, "homo_ev": -6.20, "de_lowest_ev": 0.3875, "total_energy_ha": -2848.6727}



# 2
{"formula": "C24H72ClN7O4", "method": "ωB97M-V/def2-TZVPD", "elements": ["N", "H", "H", "H", "H", "N", "H", "H", "H", "H", "N", "H", "H", "H", "H", "Cl", "O", "O", "O", "O", "C", "C", "N", "C", "C", "C", "C", "H", "H", "H", "H", "H", "H", "H", "H", "H", "H", "H", "H", "H", "H", "H", "C", "C", "N", "C", "C", "C", "C", "H", "H", "H", "H", "H", "H", "H", "H", "H", "H", "H", "H", "H", "H", "H", "C", "C", "N", "C", "C", "C", "C", "H", "H", "H", "H", "H", "H", "H", "H", "H", "H", "H", "H", "H", "H", "H", "C", "C", "N", "C", "C", "C", "C", "H", "H", "H", "H", "H", "H", "H", "H", "H", "H", "H", "H", "H", "H", "H"], "positions_angstrom": [[-0.809, 3.130, 1.717], [-0.658, 2.453, 0.983], [-1.797, 3.306, 1.833], [-0.369, 4.003, 1.462], [-0.417, 2.842, 2.602], [-1.248, 2.922, -5.472], [-1.440, 3.835, -5.086], [-0.991, 2.316, -4.706], [-0.458, 3.071, -6.084], [-2.099, 2.613, -5.919], [-4.305, 5.084, -0.654], [-4.128, 5.985, -1.074], [-3.571, 4.447, -0.930], [-5.211, 4.711, -0.903], [-4.204, 5.213, 0.342], [-1.878, 1.273, -1.602], [-1.377, 0.904, -2.886], [-3.035, 0.470, -1.365], [-0.950, 1.116, -0.507], [-2.221, 2.696, -1.585], [5.403, 3.160, 3.206], [4.413, 3.735, 2.285], [4.569, 3.230, 0.976], [3.266, 3.058, 0.299], [2.578, 1.696, 0.662], [5.322, 4.228, 0.208], [6.027, 3.662, -1.030], [6.405, 3.443, 2.885], [5.374, 2.077, 3.326], [5.225, 3.491, 4.230], [3.477, 3.303, 2.640], [4.427, 4.825, 2.291], [2.622, 3.912, 0.509], [3.410, 3.213, -0.771], [2.002, 1.943, 1.553], [1.997, 1.574, -0.252], [3.444, 1.054, 0.821], [6.263, 4.442, 0.714], [4.750, 5.131, -0.009], [6.724, 4.320, -1.547], [5.310, 3.252, -1.741], [6.609, 2.770, -0.798], [-5.213, -4.436, 2.958], [-5.591, -3.585, 1.683], [-4.532, -3.720, 0.655], [-5.193, -4.132, -0.586], [-6.038, -5.438, -0.432], [-3.669, -2.478, 0.618], [-2.357, -2.888, -0.064], [-5.911, -4.252, 3.775], [-4.207, -4.307, 3.357], [-5.323, -5.479, 2.660], [-6.568, -3.818, 1.260], [-5.720, -2.547, 1.990], [-4.470, -4.407, -1.353], [-5.852, -3.294, -0.816], [-6.331, -5.875, -1.387], [-6.991, -5.394, 0.096], [-5.348, -6.105, 0.085], [-4.063, -1.696, -0.030], [-3.370, -1.958, 1.528], [-1.663, -2.063, -0.225], [-1.823, -3.512, 0.652], [-2.484, -3.365, -1.036], [0.775, -1.933, -3.039], [1.182, -2.378, -4.436], [2.473, -3.007, -4.561], [2.465, -4.322, -3.863], [3.477, -5.212, -4.599], [3.534, -2.122, -4.162], [4.746, -2.108, -5.180], [-0.133, -1.351, -3.194], [1.547, -1.366, -2.519], [0.583, -2.726, -2.315], [0.423, -3.064, -4.812], [1.114, -1.537, -5.126], [2.685, -4.235, -2.799], [1.517, -4.852, -3.966], [3.260, -5.301, -5.664], [4.538, -5.023, -4.437], [3.435, -6.204, -4.149], [3.890, -2.296, -3.146], [3.272, -1.064, -4.152], [5.524, -2.814, -4.889], [5.161, -1.103, -5.258], [4.450, -2.489, -6.157], [-3.193, 1.195, 3.545], [-1.896, 1.056, 4.460], [-0.675, 1.060, 3.618], [-0.475, 0.065, 2.567], [0.035, -1.317, 3.206], [0.519, 1.221, 4.476], [0.637, 2.603, 5.123], [-3.134, 1.956, 2.767], [-4.033, 1.456, 4.189], [-3.302, 0.220, 3.069], [-1.866, 1.891, 5.161], [-1.907, 0.129, 5.034], [-1.375, -0.009, 1.956], [0.242, 0.498, 1.868], [1.122, -1.397, 3.192], [-0.352, -1.356, 4.224], [-0.181, -2.267, 2.719], [1.451, 0.894, 4.015], [0.472, 0.517, 5.307], [-0.135, 2.968, 5.800], [0.861, 3.355, 4.366], [1.529, 2.608, 5.749]], "multiplicity": 1, "charge": 2, "homo_ev": -11.17, "de_lowest_ev": 3.1084, "total_energy_ha": -2101.0588}



The evaluated LUMO energy for the records listed, in turn: 2.356; -6.582 eV.